Formula: C4H6N2OS
Source: OMol25
Level of theory: ωB97M-V with the def2-TZVPD basis set

CARTESIAN COORDINATES (ANGSTROEM)
C1 0.5893 0.2653 0.9147
C2 1.4055 0.3018 -0.1435
C3 -0.9400 0.5372 -1.5851
C4 -0.8506 -0.2213 0.7942
N1 -1.4705 0.4837 -0.4066
N2 0.9688 -0.3087 -1.3365
O1 -1.3050 0.8579 -2.6504
S1 1.6649 0.2179 -2.7875
H1 0.7261 0.5425 1.9050
H2 2.5231 0.4315 -0.0109
H3 -0.7981 -1.2540 0.7322
H4 -1.2818 0.2156 1.7320
H5 -2.2903 0.9616 -0.2322
H6 0.6913 0.1111 -3.6043

## Properties
Orbital gap (alpha / beta): 7.8 / 7.8 eV
E_HOMO (alpha / beta): -7.56 / -7.56 eV
Net charge: 0

Here are the Mulliken charges for atoms 1 to 5, given in e: number 1, C, carries -0.642; number 2, C, carries -0.047; number 3, C, carries 0.561; number 4, C, carries -0.390; number 5, N, carries -0.155

***

Formula: CH3NO4
Source: OMol25
Level of theory: ωB97M-V with the def2-TZVPD basis set

CARTESIAN COORDINATES (ANGSTROEM)
O1 2.7910 0.4197 0.0029
N1 1.7215 0.0919 0.4465
O2 0.7826 -0.2864 -0.6129
C1 -0.5657 0.0721 -0.4309
O3 -0.7643 1.2028 0.3442
O4 -1.2298 -0.9402 0.2630
H1 -1.0172 0.3557 -1.5009
H2 -0.9584 0.8855 1.1891
H3 -0.7596 -1.8012 0.2991

## Properties
Orbital gap: 10.1 eV
E_HOMO: -10.71 eV
Net charge: 0
SMILES string: O=NOC(O)O

Here are the Mulliken charges for atoms 1 to 5, given in e: number 1, O, carries -0.249; number 2, N, carries 0.219; number 3, O, carries -0.235; number 4, C, carries 0.473; number 5, O, carries -0.480

***

For each record above, in turn, the calculated maximum force values are 4.52; 4.40 eV/A.
For each record above, in turn, the calculated energy relative to the best compared isomer or geometry (same formula, charge and spin) values are 105.4; 30.3 kcal per mole.